{"formula": "C23H32NO5", "method": "ωB97M-V/def2-TZVPD", "fmax_ev_per_a": 3.25, "e_tot_ev": -36098.756, "charge": -1, "homo_ev": -2.75, "relative_energy_kj_mol": 0.0, "symbols": ["C", "C", "O", "C", "C", "C", "O", "C", "C", "C", "C", "C", "C", "O", "H", "H", "H", "H", "H", "H", "H", "H", "H", "H", "H", "H", "H", "H", "H", "H", "H", "C", "C", "C", "C", "O", "C", "N", "C", "C", "C", "C", "C", "C", "C", "O", "H", "H", "H", "H", "H", "H", "H", "H", "H", "H", "H", "H", "H", "H", "H"], "xyz": [[0.072, 0.730, 4.692], [0.421, 0.299, 3.284], [1.436, 1.113, 2.755], [1.822, 0.662, 1.519], [2.865, 1.444, 0.903], [3.322, 1.223, -0.421], [2.861, 0.373, -1.173], [4.412, 2.094, -0.991], [3.893, 3.386, -1.631], [3.564, 4.528, -0.657], [2.289, 4.309, 0.186], [2.539, 3.834, 1.622], [3.392, 2.570, 1.726], [1.323, -0.323, 0.990], [-0.731, 0.133, 5.125], [0.947, 0.652, 5.338], [-0.234, 1.777, 4.699], [0.775, -0.740, 3.242], [-0.435, 0.367, 2.600], [5.179, 2.311, -0.245], [4.917, 1.489, -1.752], [4.631, 3.746, -2.359], [3.000, 3.154, -2.222], [4.415, 4.710, 0.009], [3.453, 5.461, -1.228], [1.697, 5.235, 0.225], [1.643, 3.587, -0.327], [3.006, 4.640, 2.203], [1.576, 3.641, 2.112], [3.436, 2.235, 2.771], [4.432, 2.784, 1.469], [-3.364, -2.776, 2.157], [-2.957, -4.001, 1.328], [-1.692, -4.635, 1.921], [-4.105, -5.020, 1.314], [-2.713, -3.609, -0.049], [-1.734, -2.664, -0.192], [-1.499, -2.244, -1.506], [-2.305, -1.403, -2.008], [-2.226, -0.927, -3.371], [-3.204, -0.076, -3.883], [-3.134, 0.382, -5.179], [-2.088, 0.001, -5.994], [-1.116, -0.852, -5.509], [-1.185, -1.315, -4.211], [-1.143, -2.177, 0.746], [-4.224, -2.282, 1.712], [-3.605, -3.052, 3.182], [-2.548, -2.056, 2.180], [-1.369, -5.481, 1.317], [-0.882, -3.906, 1.923], [-1.861, -4.974, 2.943], [-3.840, -5.882, 0.704], [-4.345, -5.364, 2.319], [-4.997, -4.575, 0.877], [-3.094, -1.028, -1.378], [-4.031, 0.212, -3.259], [-3.896, 1.043, -5.562], [-2.026, 0.374, -7.004], [-0.301, -1.151, -6.148], [-0.434, -1.986, -3.834]], "nbo_charge": [-0.621, -0.069, -0.555, 0.739, -0.445, 0.499, -0.679, -0.483, -0.381, -0.400, -0.407, -0.390, -0.411, -0.657, 0.197, 0.199, 0.199, 0.186, 0.177, 0.185, 0.211, 0.182, 0.201, 0.187, 0.187, 0.184, 0.214, 0.167, 0.202, 0.205, 0.181, -0.655, 0.266, -0.652, -0.615, -0.532, 0.871, -0.425, 0.160, -0.136, -0.167, -0.227, -0.194, -0.232, -0.089, -0.571, 0.200, 0.206, 0.264, 0.206, 0.262, 0.205, 0.211, 0.211, 0.209, 0.159, 0.206, 0.208, 0.207, 0.213, 0.231]}

{"formula": "C2H2Cl3NSi", "method": "ωB97M-V/def2-TZVPD", "fmax_ev_per_a": 3.41, "e_tot_ev": -49039.965, "homo_ev": [-10.25, -11.58], "relative_energy_kj_mol": 528.5, "symbols": ["C", "C", "N", "Si", "Cl", "Cl", "Cl", "H", "H"], "xyz": [[0.157, -2.199, 0.082], [1.219, 0.763, 0.106], [-0.483, -3.081, -0.331], [-0.613, 0.672, -0.074], [-1.155, 2.724, -0.282], [-1.512, -0.215, -1.643], [-1.388, -0.168, 1.677], [2.087, 0.141, -0.473], [1.688, 1.362, 0.938]], "nbo_charge": [0.288, -0.731, -0.428, 1.369, -0.364, -0.296, -0.320, 0.251, 0.229]}

{"formula": "C4H6F5I2NOSSb", "method": "ωB97M-V/def2-TZVPD", "fmax_ev_per_a": 0.73, "e_tot_ev": -54948.159, "charge": -1, "homo_ev": -5.58, "symbols": ["N", "Sb", "S", "I", "I", "C", "C", "O", "F", "C", "F", "F", "C", "F", "F", "H", "H", "H", "H", "H", "H"], "xyz": [[0.909, 2.021, 0.599], [0.188, 0.692, -0.792], [-1.597, 2.319, -1.377], [1.825, 1.951, -2.743], [-0.782, -1.035, -2.844], [1.771, -0.811, -0.477], [2.467, -0.834, 0.815], [2.455, -1.674, 1.661], [3.272, 0.238, 0.961], [-1.131, -0.226, 0.798], [-0.339, -0.839, 1.743], [-1.753, 0.834, 1.437], [-2.228, -1.213, 0.402], [-1.652, -2.420, 0.115], [-3.108, -1.401, 1.442], [0.135, 2.648, 0.800], [1.102, 1.544, 1.475], [-2.567, 1.445, -1.641], [1.344, -1.793, -0.646], [2.482, -0.578, -1.266], [-2.795, -0.870, -0.462]], "nbo_charge": [-1.231, 1.495, -0.471, -0.406, -0.434, -0.901, 0.859, -0.554, -0.350, 0.342, -0.355, -0.360, 0.493, -0.335, -0.348, 0.372, 0.366, 0.133, 0.261, 0.272, 0.152]}

{"formula": "C3H7NO4", "method": "ωB97M-V/def2-TZVPD", "fmax_ev_per_a": 4.52, "e_tot_ev": -12903.840, "homo_ev": -9.63, "relative_energy_kj_mol": 207.1, "symbols": ["O", "C", "O", "C", "O", "O", "H", "H", "C", "N", "H", "H", "H", "H", "H"], "xyz": [[2.559, -0.780, 1.242], [2.088, -0.708, 0.125], [1.865, -1.698, -0.678], [1.605, 0.738, -0.331], [1.131, 0.949, -1.480], [2.035, 1.655, 0.488], [1.818, -1.399, -1.596], [2.510, 1.122, 1.153], [-1.061, -0.103, -0.603], [-0.209, 0.304, 0.562], [-2.096, 0.234, -0.560], [-0.757, 0.329, -1.556], [-1.087, -1.248, -0.482], [-0.404, 1.297, 0.831], [-0.310, -0.401, 1.232]], "nbo_charge": [-0.609, 0.705, -0.646, 0.687, -0.697, -0.667, 0.521, 0.508, -0.438, -0.782, 0.189, 0.250, 0.194, 0.399, 0.385]}

{"formula": "C4H8OS2", "method": "ωB97M-V/def2-TZVPD", "fmax_ev_per_a": 5.64, "e_tot_ev": -27991.102, "homo_ev": -8.98, "relative_energy_kj_mol": 443.7, "symbols": ["C", "C", "C", "C", "H", "H", "H", "H", "H", "H", "H", "H", "O", "S", "S"], "xyz": [[-0.754, 1.884, -0.333], [-1.078, 0.600, 0.373], [0.089, -0.108, 1.151], [1.164, -0.473, 0.279], [-1.695, 2.655, -0.193], [-0.745, 1.809, -1.669], [0.040, 2.451, 0.153], [-1.761, 0.963, 1.106], [-0.968, -1.020, -1.219], [-0.534, -0.924, 1.616], [0.436, 0.520, 2.132], [0.440, -2.509, 0.282], [0.936, -1.643, -0.399], [-2.322, -0.535, -0.252], [2.370, 0.396, -0.238]], "nbo_charge": [-0.628, -0.368, -0.529, 0.159, 0.219, 0.221, 0.237, 0.224, 0.163, 0.242, 0.248, 0.490, -0.685, -0.038, 0.044]}

{"formula": "CH3IO2S2", "method": "ωB97M-V/def2-TZVPD", "fmax_ev_per_a": 6.78, "e_tot_ev": -34948.410, "homo_ev": -9.79, "relative_energy_kj_mol": 294.3, "symbols": ["C", "O", "S", "O", "S", "I", "H", "H", "H"], "xyz": [[0.655, -0.085, -1.272], [0.584, 0.690, -0.162], [-0.883, 0.063, 1.165], [-1.230, -1.197, 0.720], [-2.077, 1.533, 1.418], [0.862, -0.034, 2.842], [0.424, 0.356, -2.254], [-0.007, -0.859, -0.977], [1.674, -0.466, -1.480]], "nbo_charge": [-0.269, -0.650, 1.409, -0.864, -0.241, 0.088, 0.165, 0.192, 0.170]}

{"formula": "C35H72Ca3NO18P2", "method": "ωB97M-V/def2-TZVPD", "fmax_ev_per_a": 5.65, "e_tot_ev": -149717.091, "charge": -1, "homo_ev": -3.04, "symbols": ["Ca", "Ca", "Ca", "P", "O", "O", "O", "O", "P", "O", "O", "O", "O", "O", "C", "O", "O", "H", "C", "C", "C", "O", "C", "H", "H", "H", "H", "H", "H", "H", "H", "C", "C", "C", "O", "C", "H", "H", "H", "H", "H", "H", "H", "H", "C", "C", "C", "O", "C", "H", "H", "H", "H", "H", "H", "H", "H", "C", "C", "C", "O", "C", "H", "H", "H", "H", "H", "H", "H", "H", "C", "C", "C", "O", "C", "H", "H", "H", "H", "H", "H", "H", "H", "C", "C", "C", "O", "C", "H", "H", "H", "H", "H", "H", "H", "H", "C", "C", "C", "O", "C", "H", "H", "H", "H", "H", "H", "H", "H", "C", "C", "N", "C", "C", "C", "C", "H", "H", "H", "H", "H", "H", "H", "H", "H", "H", "H", "H", "H", "H", "H"], "xyz": [[-0.221, -3.103, -0.497], [1.840, 0.955, 1.275], [2.743, -1.483, -1.153], [2.229, -4.373, -1.162], [3.245, -3.467, -0.390], [1.483, -3.229, -1.846], [1.014, -4.981, -0.348], [2.598, -5.580, -1.988], [0.207, -0.291, -0.345], [1.007, -1.407, 0.314], [1.516, 0.311, -0.860], [-0.273, 0.599, 0.812], [-0.919, -1.128, -1.090], [5.924, 0.815, 0.544], [4.696, 0.598, 0.966], [3.953, -0.275, 0.517], [4.163, 1.497, 1.585], [6.017, 1.578, 1.120], [-2.750, 1.372, -3.913], [-1.983, 2.302, -4.870], [-0.910, 2.870, -4.034], [-1.667, 3.203, -2.842], [-2.495, 2.074, -2.536], [-2.315, 0.374, -3.957], [-3.825, 1.285, -4.071], [-2.708, 3.102, -5.020], [-1.776, 1.838, -5.835], [-0.568, 3.782, -4.523], [-0.062, 2.225, -3.805], [-3.517, 2.269, -2.211], [-1.975, 1.454, -1.806], [-4.058, -5.110, -1.800], [-3.839, -4.100, -2.891], [-2.912, -3.024, -2.255], [-2.152, -3.778, -1.354], [-2.652, -5.107, -1.208], [-4.303, -6.001, -2.377], [-4.774, -4.757, -1.058], [-4.794, -3.733, -3.268], [-3.280, -4.519, -3.727], [-3.614, -2.481, -1.622], [-2.419, -2.328, -2.934], [-2.508, -5.581, -0.237], [-2.072, -5.816, -1.798], [-5.628, 2.664, 1.760], [-4.519, 2.861, 0.724], [-3.281, 2.605, 1.620], [-3.708, 2.612, 3.013], [-5.089, 3.021, 3.093], [-5.921, 1.623, 1.620], [-6.484, 3.307, 1.558], [-4.595, 3.877, 0.336], [-4.721, 2.142, -0.071], [-2.502, 3.363, 1.550], [-2.866, 1.637, 1.338], [-5.109, 4.094, 3.281], [-5.520, 2.404, 3.882], [-3.591, -3.343, 1.911], [-2.944, -4.518, 2.580], [-1.436, -4.257, 2.242], [-1.300, -3.020, 1.628], [-2.502, -2.298, 1.909], [-4.529, -3.087, 2.404], [-3.921, -3.537, 0.890], [-3.444, -5.440, 2.282], [-3.033, -4.357, 3.655], [-1.050, -5.099, 1.667], [-0.807, -4.329, 3.129], [-2.591, -1.515, 1.155], [-2.419, -1.747, 2.846], [1.578, 5.309, 0.096], [0.365, 4.800, -0.622], [0.421, 3.300, -0.381], [1.714, 3.080, 0.087], [2.616, 4.168, -0.029], [1.283, 5.439, 1.137], [1.889, 6.274, -0.306], [0.333, 5.013, -1.690], [-0.546, 5.217, -0.192], [0.426, 2.701, -1.292], [-0.232, 2.865, 0.376], [3.184, 4.242, -0.956], [3.321, 4.182, 0.801], [1.019, -1.733, 5.069], [2.307, -2.338, 4.575], [2.416, -1.807, 3.123], [1.736, -0.579, 3.165], [0.618, -0.678, 4.022], [1.046, -1.210, 6.026], [0.153, -2.344, 5.323], [2.225, -3.405, 4.782], [3.058, -1.896, 5.230], [1.962, -2.414, 2.340], [3.430, -1.633, 2.763], [-0.253, -0.986, 3.442], [0.333, 0.273, 4.473], [-0.378, 3.349, 4.473], [0.950, 3.241, 5.139], [1.975, 2.968, 4.048], [1.232, 2.288, 3.073], [-0.092, 2.801, 3.058], [-0.709, 4.385, 4.556], [-1.168, 2.694, 4.840], [0.975, 2.398, 5.828], [1.312, 4.119, 5.674], [2.886, 2.448, 4.346], [2.420, 3.866, 3.619], [-0.811, 2.049, 2.732], [-0.289, 3.589, 2.331], [4.017, 1.697, -2.763], [3.144, 0.748, -3.559], [3.541, -0.731, -3.363], [4.938, -1.005, -3.714], [5.348, -2.466, -3.266], [2.600, -1.589, -4.109], [1.119, -1.322, -3.968], [5.068, 1.795, -3.036], [3.969, 1.438, -1.705], [3.560, 2.684, -2.838], [2.122, 0.851, -3.194], [3.238, 1.033, -4.607], [5.103, -1.008, -4.791], [5.621, -0.281, -3.271], [5.093, -2.664, -2.225], [4.813, -3.220, -3.843], [6.425, -2.503, -3.432], [2.865, -2.581, -3.743], [2.868, -1.703, -5.160], [0.506, -2.158, -4.305], [0.857, -0.547, -4.689], [0.698, -1.016, -3.010]], "mulliken_charge": [1.538, 0.676, 1.421, 0.497, -0.831, -0.934, -0.874, -0.956, 1.477, 0.574, -1.005, -1.634, -0.746, -0.541, 0.318, -0.662, -0.810, 0.297, -0.444, -0.842, 0.331, -0.421, 0.646, -0.083, 0.487, 0.307, 0.393, 0.391, -0.351, 0.023, -0.291, -0.566, -0.806, -0.343, -0.195, -0.528, 0.321, 0.248, 0.365, 0.401, 0.196, -0.067, 0.256, 0.443, -0.806, -0.224, 0.821, -0.441, -0.455, 0.280, 0.389, 0.338, 0.078, -0.036, -0.411, 0.286, 0.309, 0.099, -0.611, -0.886, 0.677, -0.366, 0.522, -0.331, 0.361, 0.303, 0.352, 0.327, -0.109, 0.356, -0.658, -0.609, 0.886, 0.993, -0.708, 0.148, 0.455, 0.333, 0.346, -0.474, -0.444, 0.305, 0.268, -0.801, -0.649, -0.471, -0.037, 0.589, 0.345, 0.393, 0.327, 0.325, -0.112, 0.161, -0.620, -0.128, -0.666, -0.726, -0.878, 0.528, 0.266, 0.394, 0.247, 0.221, 0.448, 0.412, 0.354, -0.338, -0.073, -1.609, -0.047, 1.013, -0.803, -1.279, -0.702, -1.781, 0.514, 0.188, 0.407, -0.307, 0.494, 0.353, 0.295, 0.355, 0.359, 0.433, 0.322, 0.462, 0.501, 0.466, 0.517]}

{"formula": "C5H15N2", "method": "ωB97M-V/def2-TZVPD", "fmax_ev_per_a": 5.97, "e_tot_ev": -8380.768, "charge": 2, "spin_multiplicity": 2, "homo_ev": [-20.45, -20.44], "relative_energy_kj_mol": 920.6, "symbols": ["N", "C", "C", "C", "N", "C", "C", "H", "H", "H", "H", "H", "H", "H", "H", "H", "H", "H", "H", "H", "H", "H"], "xyz": [[-1.309, -1.295, -0.270], [-1.396, 0.063, 0.600], [-2.863, 0.642, 0.538], [-0.218, 0.947, 0.085], [1.148, 0.854, 0.710], [2.182, 0.739, -0.422], [2.125, -0.646, -1.077], [-1.583, -2.041, 0.406], [0.840, -2.384, 0.561], [-0.239, -1.636, -0.172], [-1.208, -0.125, 1.683], [-2.978, 1.526, 1.227], [-3.274, 0.867, -0.418], [-3.483, -0.151, 0.947], [-0.628, 1.969, 0.205], [-0.107, 1.086, -1.079], [1.329, 0.084, 1.301], [3.166, 1.055, 0.007], [2.005, 1.487, -1.202], [2.280, -1.318, -0.208], [1.238, -0.756, -1.630], [2.973, -0.967, -1.792]], "mulliken_spin": [0.006, 0.014, -0.001, 0.038, 0.779, -0.012, 0.063, 0.002, 0.000, 0.001, 0.000, 0.000, 0.000, 0.000, 0.076, 0.033, -0.012, 0.002, 0.003, 0.002, -0.001, 0.005]}